No. 1
Computed, not measured: a 2-piece molecular cluster, C3H7NO4S overall, with wB97M-V/def2-TZVPD.

The calculation puts the LUMO energy (spin up / spin down) at -1.7 / -0.3 eV. The calculation puts the energy above the lowest of the compared OMol25 structures with the same formula, charge and spin at 3.810 eV. The value obtained for the HOMO energy (spin up / spin down) is -8.5 / -9.1 eV. As for the net charge: 0. The calculation puts the largest force on an atom at 2.8 eV Å⁻¹.

XYZ file:
```
16
Properties=species:S:1:pos:R:3:mulliken_charge:R:1
C 1.326 -0.344 0.546 0.439
C -1.847 2.004 -0.090 -0.704
C 3.088 -1.580 -0.462 -0.635
N -2.389 0.847 0.566 -0.322
O 1.746 0.587 1.143 -0.385
O -1.992 -0.672 -1.446 -0.536
O -2.507 -1.681 0.780 -0.572
O 1.678 -1.320 -0.162 -0.189
S -1.803 -0.684 -0.004 0.946
H -0.836 2.259 0.246 0.254
H -1.827 1.784 -1.156 0.306
H -2.500 2.861 0.083 0.285
H 3.080 -2.276 -1.297 0.218
H 3.562 -2.026 0.412 0.298
H 3.587 -0.651 -0.733 0.315
H -2.368 0.892 1.577 0.283
```

No. 2
Computed, not measured: C3H7NO5 as an isolated structure, with wB97M-V/def2-TZVPD.

The calculation puts the LUMO energy at -0.7 eV. The calculation puts the energy above the lowest of the compared OMol25 structures with the same formula, charge and spin at 10.886 eV. The value obtained for the HOMO energy is -9.6 eV. As for the net charge: 0. The calculation puts the largest force on an atom at 3.3 eV Å⁻¹.

XYZ file:
```
16
Properties=species:S:1:pos:R:3:mulliken_charge:R:1
N -0.284 1.445 0.353 0.984
O 0.305 1.848 -0.593 -0.397
O 0.786 0.908 1.603 -0.327
O -1.402 1.436 0.819 -0.392
C 2.774 -1.312 3.866 -1.322
C 3.344 -1.160 2.491 0.703
C 4.849 -0.883 2.447 -1.348
O 2.828 -0.018 1.807 -0.253
O 1.351 -0.260 1.656 0.025
H 3.270 -2.127 4.380 0.372
H 2.918 -0.391 4.426 0.322
H 1.718 -1.525 3.766 0.356
H 3.124 -2.028 1.852 0.219
H 5.378 -1.679 2.973 0.386
H 5.203 -0.878 1.401 0.333
H 5.106 0.086 2.912 0.340
```

No. 3
Computed, not measured: C3H7NORb as an isolated structure, with wB97M-V/def2-TZVPD.

The calculation puts the LUMO energy at -3.8 eV. The calculation puts the energy above the lowest of the compared OMol25 structures with the same formula, charge and spin at 0.176 eV. The value obtained for the HOMO energy is -13.1 eV. As for the net charge: +1. The calculation puts the largest force on an atom at 0.9 eV Å⁻¹.

XYZ file:
```
13
Properties=species:S:1:pos:R:3:mulliken_charge:R:1
Rb 0.394 -3.478 -2.168 0.980
C -1.943 0.217 0.301 -1.028
C -0.547 -0.059 -0.187 0.655
O -0.309 -0.795 -1.143 -0.631
N 0.454 0.596 0.485 -0.219
C 1.850 0.514 0.098 -0.820
H -2.630 0.263 -0.540 0.318
H -1.937 1.193 0.784 0.330
H -2.281 -0.573 0.970 0.269
H 0.307 0.665 1.482 0.277
H 1.949 -0.038 -0.837 0.272
H 2.470 -0.029 0.812 0.314
H 2.223 1.524 -0.056 0.282
```

No. 4
Computed, not measured: an isolated ion of composition C3H7NOS and charge -2, with wB97M-V/def2-TZVPD.

As for the structure (SMILES): [O-]CNCC[S-]. The calculation puts the LUMO energy at 6.3 eV. The calculation puts the energy above the lowest of the compared OMol25 structures with the same formula, charge and spin at 0.477 eV. The value obtained for the HOMO energy is 0.9 eV. As for the net charge: -2. The calculation puts the largest force on an atom at 1.0 eV Å⁻¹.

XYZ file:
```
13
Properties=species:S:1:pos:R:3:mulliken_charge:R:1
C -0.748 -0.154 -0.200 -0.380
C -0.676 0.111 1.320 -0.744
S 0.836 -0.329 2.248 -0.809
N 0.142 0.729 -0.921 -0.442
C 0.338 0.378 -2.398 -0.270
O -0.516 -0.519 -2.913 -0.887
H -0.530 -1.214 -0.372 0.226
H -1.771 0.104 -0.482 0.242
H -1.587 -0.348 1.719 0.281
H -0.785 1.204 1.422 0.241
H 1.012 0.680 -0.390 0.265
H 1.410 0.076 -2.504 0.127
H 0.178 1.361 -2.914 0.150
```

No. 5
Computed, not measured: one molecule with the formula C3H7NOS, with wB97M-V/def2-TZVPD.

As for the structure (SMILES): NCCC(=O)S. The calculation puts the LUMO energy at 0.5 eV. The calculation puts the energy above the lowest of the compared OMol25 structures with the same formula, charge and spin at 0.917 eV. The value obtained for the HOMO energy is -9.6 eV. As for the net charge: 0. The calculation puts the largest force on an atom at 2.0 eV Å⁻¹.

XYZ file:
```
13
Properties=species:S:1:pos:R:3:mulliken_charge:R:1
C 0.115 0.463 1.074 -0.474
C 0.069 -0.021 -0.406 -0.819
C 0.478 -1.489 -0.501 0.681
H -0.232 2.497 0.794 0.260
H -1.491 1.638 0.755 0.234
H 1.179 0.625 1.418 0.300
H -0.253 -0.308 1.709 0.351
H 0.750 0.553 -1.061 0.324
H -0.912 0.110 -0.805 0.423
H -0.240 -1.291 -2.672 0.121
N -0.639 1.710 1.280 -0.669
O 0.798 -2.186 0.434 -0.514
S 0.378 -2.301 -2.018 -0.217
```

No. 6
Computed, not measured: one molecule with the formula C3H7NOS, with wB97M-V/def2-TZVPD.

As for the structure (SMILES): CC(=S)N(C)O. The calculation puts the LUMO energy at 0.2 eV. The calculation puts the energy above the lowest of the compared OMol25 structures with the same formula, charge and spin at 6.036 eV. The value obtained for the HOMO energy is -8.7 eV. As for the net charge: 0. The calculation puts the largest force on an atom at 6.9 eV Å⁻¹.

XYZ file:
```
13
Properties=species:S:1:pos:R:3:mulliken_charge:R:1
C -0.904 -1.855 0.072 -0.703
C 0.953 0.118 -0.139 0.320
C 0.948 1.606 0.070 -1.116
H -1.909 -2.052 -0.598 0.255
H -0.987 -1.831 1.329 0.274
H 0.124 -2.511 -0.302 0.220
H -1.629 0.882 -1.030 0.359
H 1.877 1.843 0.027 0.495
H 0.215 2.231 -0.590 0.203
H 0.997 2.050 1.139 0.276
N -0.472 -0.348 0.021 0.154
O -1.551 0.613 0.036 -0.434
S 2.337 -0.747 -0.034 -0.304
```

No. 7
Computed, not measured: a 2-piece molecular cluster, C3H7NOS overall, with wB97M-V/def2-TZVPD.

As for the structure (SMILES): C#CC.NSO. The calculation puts the LUMO energy at 0.9 eV. The calculation puts the energy above the lowest of the compared OMol25 structures with the same formula, charge and spin at 3.227 eV. The value obtained for the HOMO energy is -8.9 eV. As for the net charge: 0. The calculation puts the largest force on an atom at 0.6 eV Å⁻¹.

XYZ file:
```
13
Properties=species:S:1:pos:R:3:mulliken_charge:R:1
C -2.156 0.547 -0.270 -0.428
C -0.980 0.743 -0.369 0.383
C -3.573 0.296 -0.139 -1.264
N 4.129 -1.309 0.043 -0.477
O 5.091 1.098 0.142 -0.459
S 3.708 0.286 -0.251 0.101
H 5.127 1.295 1.086 0.321
H 0.053 0.899 -0.458 0.473
H -3.773 -0.769 -0.261 0.278
H -3.919 0.609 0.847 0.277
H -4.125 0.848 -0.899 0.278
H 3.576 -1.763 0.756 0.267
H 4.235 -1.882 -0.778 0.249
```

No. 8
Computed, not measured: one molecule with the formula C3H7NOS, with wB97M-V/def2-TZVPD.

As for the structure (SMILES): C=NOCSC. The calculation puts the LUMO energy at 1.0 eV. The calculation puts the energy above the lowest of the compared OMol25 structures with the same formula, charge and spin at 3.041 eV. The value obtained for the HOMO energy is -8.9 eV. As for the net charge: 0. The calculation puts the largest force on an atom at 2.2 eV Å⁻¹.

XYZ file:
```
13
Properties=species:S:1:pos:R:3:mulliken_charge:R:1
C -2.010 0.808 0.106 -0.782
C -0.264 -1.212 0.320 -0.295
C 2.525 0.459 -0.579 -0.308
H -2.839 1.260 -0.514 0.289
H -2.475 0.477 1.055 0.264
H -1.329 1.682 0.271 0.274
H 0.039 -2.231 0.011 0.295
H -0.717 -1.334 1.310 0.276
H 3.359 0.358 -1.274 0.281
H 2.544 1.228 0.207 0.281
N 1.752 -0.550 -0.518 -0.421
O 0.851 -0.382 0.502 -0.097
S -1.437 -0.564 -0.898 -0.058
```

No. 9
Computed, not measured: one molecule with the formula C3H7NOS, with wB97M-V/def2-TZVPD.

As for the structure (SMILES): N[C@@H]1[C@@H](O)[C@@H]1S. The calculation puts the LUMO energy at 0.7 eV. The calculation puts the energy above the lowest of the compared OMol25 structures with the same formula, charge and spin at 3.476 eV. The value obtained for the HOMO energy is -9.1 eV. As for the net charge: 0. The calculation puts the largest force on an atom at 4.0 eV Å⁻¹.

XYZ file:
```
13
Properties=species:S:1:pos:R:3:mulliken_charge:R:1
C 0.471 0.657 0.472 -0.197
C 0.780 -0.565 -0.465 -0.184
C -0.483 -0.529 0.417 -0.207
H -0.267 2.560 0.123 0.262
H -0.213 1.356 -1.212 0.307
H 0.969 0.655 1.528 0.276
H 0.481 -0.377 -1.456 0.339
H 1.845 -2.316 -0.438 0.299
H -0.490 -1.182 1.375 0.330
H -3.081 0.078 0.472 0.123
N 0.334 1.779 -0.415 -0.568
O 1.924 -1.436 -0.161 -0.506
S -2.269 -0.682 -0.241 -0.274
```

No. 10
Computed, not measured: C3H7NOS as an isolated structure, with wB97M-V/def2-TZVPD.

The calculation puts the LUMO energy (spin up / spin down) at -1.2 / -1.1 eV. The calculation puts the energy above the lowest of the compared OMol25 structures with the same formula, charge and spin at 7.557 eV. The value obtained for the HOMO energy (spin up / spin down) is -8.6 / -8.6 eV. As for the net charge: 0. The calculation puts the largest force on an atom at 4.2 eV Å⁻¹.

XYZ file:
```
13
Properties=species:S:1:pos:R:3:mulliken_charge:R:1
C 0.850 -0.940 0.772 -0.448
C -0.042 -0.914 -0.470 -0.144
C 1.019 -0.030 -0.348 -0.309
N -0.976 3.219 0.348 -0.635
O -0.908 1.645 2.244 -0.543
S -0.734 1.724 0.817 0.633
H 0.373 -0.644 1.654 0.232
H 1.501 -1.776 0.965 0.251
H -0.122 -1.545 -1.403 0.254
H -1.128 -0.428 -0.313 -0.116
H 1.694 0.606 -0.879 0.374
H -0.954 3.261 -0.619 0.239
H -1.852 0.684 -0.095 0.212
```